A molecular structure, C24H75FeN29O18. Source: OMol25; level of theory: the ωB97M-V functional and the def2-TZVPD basis.

Results
- <S²> = 6.006
- HOMO (alpha / beta) (eV) = -7.76 / -7.76
- multiplicity = 5
- DFT total energy (Ha) = -5165.85455
- frontier orbital gap (alpha / beta) (Eh) = 0.2526 / 0.2525

The geometry in XYZ format:
```
147
Properties=species:S:1:pos:R:3:lowdin_spin:R:1
Fe -2.6298 0.1218 2.0895 3.7442
C -1.0501 -0.0678 0.0711 0.0073
O -1.2423 -0.9839 0.8936 0.0421
O -0.1745 -0.1021 -0.8334 0.0085
O -1.6992 0.9303 0.3045 0.0357
C 4.3173 -1.6356 -4.6963 0.0000
C 5.2058 -2.2570 -3.5369 0.0000
C 5.4345 -1.0221 -2.7089 0.0000
C 5.9188 -1.2877 -1.3050 0.0000
C 5.2509 -2.4424 -0.5303 0.0000
C 4.9334 -3.6483 -1.4145 0.0000
N 4.3781 -3.1838 -2.7369 0.0000
O 3.7322 -4.1433 -3.4591 0.0000
C 6.2448 -4.4669 -1.4179 0.0000
C 3.7765 -4.4692 -0.7836 0.0000
C 6.5194 -2.7279 -4.1877 0.0000
H 4.7701 -0.8976 -5.3584 0.0000
H 3.4795 -1.0480 -4.3209 0.0000
H 3.8725 -2.3933 -5.3415 0.0000
H 5.9694 -0.2602 -3.2759 0.0000
H 4.4686 -0.5946 -2.4396 0.0000
H 5.8191 -0.3319 -0.7906 0.0000
H 6.9609 -1.5819 -1.4299 0.0000
H 4.3170 -1.9522 -0.2556 0.0000
H 5.7652 -2.7877 0.3666 0.0000
H 6.2165 -5.0887 -2.3127 0.0000
H 7.1590 -3.8744 -1.3817 0.0000
H 6.3219 -5.1767 -0.5942 0.0000
H 3.7342 -5.4067 -1.3379 0.0000
H 3.9495 -4.7906 0.2434 0.0000
H 2.7865 -4.0207 -0.8675 0.0000
H 6.2516 -3.5899 -4.7987 0.0000
H 7.2490 -2.9549 -3.4103 0.0000
H 6.9764 -2.0804 -4.9360 0.0000
H 2.8661 -3.7510 -3.5915 0.0000
C -3.6189 6.9988 1.6873 0.0000
O -4.5136 6.4458 2.3147 0.0001
N -2.8577 6.2934 0.8616 0.0000
N -3.4570 8.2887 1.7429 0.0000
H -2.7322 5.3193 1.0970 0.0000
H -2.2849 6.6870 0.1287 0.0000
H -4.1670 8.7724 2.2739 0.0000
H -2.6989 8.7649 1.2753 0.0000
C 0.6810 -2.6009 -3.6281 0.0000
O 1.2119 -2.8405 -4.6745 0.0000
N 1.3110 -2.2304 -2.5123 0.0000
N -0.5678 -2.5088 -3.4146 0.0000
H 0.8589 -1.5892 -1.8763 0.0000
H 2.3089 -2.3656 -2.5895 0.0000
H -1.2786 -2.4641 -4.1308 0.0000
H -0.9211 -2.2557 -2.5029 0.0000
C -2.6246 -4.6876 -0.6386 0.0000
O -3.0988 -5.5841 -1.2302 0.0000
N -1.4091 -4.6064 -0.3237 0.0000
N -3.2073 -3.5406 -0.3481 0.0000
H -0.7899 -5.4014 -0.3906 0.0000
H -1.0623 -3.9112 0.3217 0.0000
H -4.1058 -3.3217 -0.7543 0.0000
H -2.4977 -2.8598 -0.1179 0.0000
C -0.9422 -3.6512 5.2490 0.0000
O -0.1377 -2.7612 5.2993 0.0000
N -1.5167 -4.1638 6.3142 0.0000
N -1.3012 -4.1963 4.1461 0.0000
H -1.2466 -3.9628 7.2664 0.0000
H -2.2243 -4.8409 6.0673 0.0000
H -1.7930 -5.0778 4.1119 0.0000
H -0.7135 -3.9533 3.3615 0.0000
C 2.9627 0.9863 0.7078 0.0000
O 3.9920 1.1815 1.3402 0.0000
N 2.7002 1.3999 -0.4522 0.0000
N 1.8999 0.4476 1.2651 0.0000
H 1.9693 0.9502 -0.9846 0.0000
H 3.3764 2.0407 -0.8424 0.0000
H 1.1480 0.1247 0.6730 0.0000
H 2.0891 -0.1718 2.0401 0.0000
C 1.1340 -3.0652 1.9727 0.0000
O 2.0872 -3.6401 2.4629 0.0000
N 0.7946 -3.1542 0.6689 0.0005
N 0.3351 -2.3148 2.5964 -0.0002
H 0.2980 -2.3303 0.3610 0.0003
H 1.4952 -3.5723 0.0735 0.0000
H 0.2686 -2.1842 3.5957 0.0000
H -0.2092 -1.6544 2.0599 -0.0001
C 4.0441 4.4964 -1.4607 0.0000
O 5.2574 4.6097 -1.5725 0.0000
N 3.4554 4.4693 -0.3540 0.0000
N 3.2113 4.1404 -2.4573 0.0000
H 2.5769 4.9626 -0.2832 0.0000
H 4.0019 4.5610 0.4904 0.0000
H 3.4567 3.8383 -3.3893 0.0000
H 2.2328 4.0486 -2.2247 0.0000
C -4.1888 -2.0406 3.9096 0.0067
O -3.4310 -1.2560 3.3921 0.0326
N -4.4707 -1.9657 5.1222 0.0020
N -4.8356 -2.9911 3.2903 0.0012
H -4.1642 -1.1081 5.5588 0.0001
H -4.9356 -2.7410 5.5726 0.0003
H -5.4857 -3.5963 3.7711 0.0001
H -4.5245 -3.1638 2.3450 0.0000
C 0.1540 4.0240 -0.1080 0.0000
O 0.8102 5.0147 -0.4419 0.0000
N -0.2988 3.7697 1.1092 0.0000
N -0.1871 3.0060 -0.8783 0.0005
H -0.1057 4.4115 1.8648 0.0000
H -0.6612 2.8471 1.3034 0.0000
H -0.4479 2.1609 -0.3906 0.0003
H 0.1541 2.9858 -1.8287 0.0000
C -5.1657 -0.2339 0.2347 0.0100
O -4.1958 -0.5810 0.9585 0.0236
N -5.0105 -0.1065 -1.0198 0.0037
N -6.3380 0.1964 0.6688 0.0029
H -4.0553 -0.2110 -1.3309 0.0000
H -5.6163 0.4829 -1.5727 0.0005
H -6.5716 0.3160 1.6441 0.0001
H -7.0512 0.5582 0.0519 0.0003
C -4.3854 2.7596 2.6782 0.0085
O -3.8098 1.6469 2.8477 0.0271
N -3.8706 3.8595 3.1677 0.0035
N -5.4800 3.0539 1.9348 0.0026
H -3.1369 3.7684 3.8558 0.0001
H -4.1739 4.7844 2.8983 0.0002
H -5.8526 2.5223 1.1610 0.0002
H -6.0233 3.8232 2.2996 0.0001
C -0.6122 1.4713 3.9199 0.0073
O -1.1141 0.4139 3.6125 0.0205
N -1.2475 2.4231 4.5392 0.0019
N 0.5446 1.9502 3.6004 0.0036
H -2.1715 2.1978 4.8792 0.0000
H -0.8529 3.3521 4.5775 0.0002
H 1.0838 1.3682 2.9753 0.0000
H 0.9415 2.8464 3.8442 0.0003
C -3.7630 3.9396 -2.1837 0.0000
O -4.7291 4.5013 -2.6082 0.0000
N -2.6109 4.4229 -1.9098 0.0000
N -3.8486 2.6460 -1.8587 0.0001
H -1.8933 3.7248 -2.0437 0.0000
H -2.3126 5.3859 -1.8483 0.0000
H -4.6756 2.0980 -2.0478 0.0001
H -3.0668 2.2718 -1.3401 0.0001
C -0.3460 1.6026 -4.2783 0.0000
O -0.1613 2.1633 -5.3318 0.0000
N -1.4916 1.4522 -3.7389 0.0000
N 0.5879 1.1051 -3.5523 0.0000
H -1.5339 1.0655 -2.8068 0.0000
H -2.2888 1.8978 -4.1701 0.0000
H 1.4339 0.8910 -4.0607 0.0000
H 0.4543 0.4152 -2.8268 0.0000
```